Computed, not measured: a structure of composition C47H56As2BF2PV, with ωB97M-V with the def2-TZVPD basis set.

The geometry in XYZ format:
```
110
C47H56As2BF2PV ωB97M-V with the def2-TZVPD basis set
V -0.94 0.29 0.22
C -3.02 0.13 1.10
C -2.53 1.43 1.40
C -1.35 1.29 2.20
C -1.17 -0.10 2.48
C -2.16 -0.82 1.76
C -2.44 -2.29 1.80
C -0.40 -0.59 3.67
C -0.56 2.39 2.84
C -3.14 2.75 1.05
C -4.21 -0.24 0.26
H -3.40 -2.49 2.30
H -1.66 -2.83 2.34
H -2.51 -2.71 0.80
H -0.85 -0.15 4.57
H 0.65 -0.30 3.66
H -0.46 -1.67 3.77
H 0.50 2.14 2.87
H -0.88 2.56 3.87
H -0.67 3.33 2.30
H -3.66 3.18 1.92
H -3.87 2.65 0.25
H -2.39 3.47 0.74
H -4.86 -0.94 0.79
H -3.93 -0.72 -0.68
H -4.81 0.65 0.01
C -2.64 4.57 -1.85
C -2.48 3.20 -2.49
As -1.14 1.96 -1.79
C 0.41 3.14 -1.92
C 0.85 3.62 -0.54
C -1.04 0.93 -3.48
C 0.16 1.22 -4.37
H -3.15 5.25 -2.54
H -1.67 5.02 -1.61
H -3.23 4.53 -0.94
H -2.17 3.32 -3.53
H -3.44 2.67 -2.52
H 0.15 3.98 -2.57
H 1.22 2.59 -2.39
H 0.07 4.19 -0.03
H 1.73 4.26 -0.61
H 1.10 2.77 0.10
H -1.98 1.11 -4.01
H -1.04 -0.12 -3.19
H 0.18 2.27 -4.69
H 0.11 0.60 -5.27
H 1.09 1.00 -3.86
F 1.32 -1.61 -1.07
B 0.92 -0.34 -0.70
F 1.80 0.52 -1.33
C 5.66 0.51 5.53
C 5.18 1.61 4.84
C 4.27 1.43 3.80
C 3.85 0.16 3.43
C 4.31 -0.94 4.16
C 5.22 -0.76 5.20
As 2.65 0.04 1.89
C 4.08 0.24 0.57
C 4.60 1.43 0.09
C 5.55 1.40 -0.92
C 5.98 0.18 -1.44
C 5.46 -1.01 -0.96
C 4.49 -0.99 0.04
C 3.79 -2.17 0.61
C 4.00 -3.49 0.23
C 3.25 -4.50 0.80
C 2.28 -4.21 1.75
C 2.06 -2.89 2.13
C 2.82 -1.87 1.56
H 6.38 0.64 6.33
H 5.50 2.61 5.11
H 3.89 2.30 3.27
H 3.97 -1.94 3.91
H 5.57 -1.63 5.75
H 4.26 2.38 0.49
H 5.96 2.33 -1.31
H 6.72 0.16 -2.23
H 5.80 -1.95 -1.37
H 4.75 -3.73 -0.51
H 3.41 -5.53 0.50
H 1.69 -5.00 2.20
H 1.30 -2.65 2.87
C -0.68 -3.94 -1.04
P -1.30 -2.48 -1.96
C -0.55 -2.92 -3.58
C 0.61 -2.25 -3.98
C 1.31 -2.66 -5.10
C 0.86 -3.73 -5.86
C -0.31 -4.39 -5.49
C -1.01 -3.99 -4.36
C -3.04 -2.95 -2.28
C -3.71 -2.35 -3.36
C -5.04 -2.61 -3.61
C -5.76 -3.47 -2.78
C -5.12 -4.06 -1.69
C -3.77 -3.79 -1.45
H -1.13 -4.86 -1.41
H -0.86 -3.84 0.03
H 0.40 -3.97 -1.18
H 0.97 -1.42 -3.39
H 2.22 -2.14 -5.38
H 1.43 -4.07 -6.72
H -0.68 -5.21 -6.09
H -1.92 -4.51 -4.09
H -3.16 -1.68 -4.02
H -5.54 -2.15 -4.46
H -6.80 -3.67 -2.97
H -5.67 -4.71 -1.03
H -3.29 -4.26 -0.59
```

For the maximum force, the calculation gives 1.7 eV/Å. Its multiplicity is 4. The value obtained for the molecular weight is 901.5 g/mol. The HOMO energy (spin up / spin down) comes out at -7.03 / -7.54 eV. For the electronic energy, the calculation gives -212415.3266 eV.



Computed, not measured: a structure of composition C47H56AuCl5NO2PTe, with ωB97M-V with the def2-TZVPD basis set.

The geometry in XYZ format:
```
114
C47H56AuCl5NO2PTe ωB97M-V with the def2-TZVPD basis set
Au -0.38 -0.98 1.53
Cl -1.45 -0.61 4.82
C -1.86 -2.06 4.00
C -1.51 -2.23 2.67
C -1.88 -3.42 2.06
Cl -1.39 -3.64 0.43
C -2.56 -4.43 2.73
Cl -2.94 -5.90 1.93
C -2.90 -4.24 4.07
Cl -3.75 -5.45 4.93
C -2.54 -3.06 4.72
Cl -2.89 -2.85 6.38
C -9.89 1.48 -1.97
C -8.46 1.32 -1.54
C -7.73 2.40 -1.06
C -6.42 2.26 -0.61
C -5.71 3.44 -0.03
C -5.85 1.00 -0.71
Te -3.70 0.79 -0.01
N -1.59 0.65 0.83
C -1.41 1.92 1.02
O -2.25 2.73 0.52
C -0.26 2.47 1.75
C 0.22 3.73 1.38
C 1.23 4.33 2.10
C 1.78 3.68 3.19
C 1.31 2.44 3.57
C 0.29 1.83 2.86
C -3.08 1.00 -2.02
C -3.58 2.07 -2.75
C -3.24 2.21 -4.09
C -2.41 1.28 -4.69
C -1.91 0.22 -3.95
C -2.23 0.06 -2.61
C -1.70 -1.09 -1.82
C -6.53 -0.11 -1.17
C -5.89 -1.46 -1.25
C -7.84 0.08 -1.59
H -10.20 2.52 -1.91
H -10.53 0.89 -1.32
H -10.02 1.13 -2.99
H -8.18 3.38 -1.03
H -5.94 4.34 -0.60
H -4.63 3.29 -0.04
H -6.03 3.60 0.99
H -0.24 4.23 0.54
H 1.57 5.32 1.82
H 2.56 4.16 3.77
H 1.71 1.95 4.44
H -0.13 0.90 3.20
H -4.24 2.79 -2.29
H -3.64 3.04 -4.66
H -2.16 1.37 -5.73
H -1.25 -0.49 -4.43
H -1.46 -1.93 -2.47
H -2.44 -1.40 -1.07
H -0.80 -0.79 -1.29
H -5.31 -1.66 -0.35
H -5.22 -1.50 -2.11
H -6.64 -2.24 -1.37
H -8.40 -0.78 -1.96
O 1.47 -0.40 0.48
P 2.94 -0.70 0.38
C 3.12 -1.85 -1.08
C 2.31 -1.35 -2.28
C 2.03 -2.53 -3.21
C 3.28 -3.41 -3.39
C 4.55 -2.65 -3.00
C 4.52 -2.29 -1.51
C 3.80 0.95 0.41
C 2.91 2.08 -0.11
C 3.01 2.29 -1.62
C 4.46 2.52 -2.03
C 5.29 1.29 -1.65
C 5.22 1.03 -0.14
C 3.40 -1.77 1.84
C 4.86 -2.18 2.02
C 5.70 -1.18 2.81
C 5.06 -0.90 4.16
C 3.67 -0.32 3.96
C 2.80 -1.29 3.16
H 2.58 -2.73 -0.70
H 2.86 -0.57 -2.81
H 1.37 -0.92 -1.94
H 1.70 -2.15 -4.18
H 1.22 -3.13 -2.80
H 3.36 -3.74 -4.43
H 3.20 -4.31 -2.77
H 4.64 -1.76 -3.61
H 5.43 -3.27 -3.20
H 5.26 -1.51 -1.33
H 4.82 -3.16 -0.93
H 3.85 1.08 1.50
H 3.21 3.00 0.39
H 1.88 1.88 0.17
H 2.39 3.14 -1.90
H 2.62 1.41 -2.13
H 4.85 3.40 -1.52
H 4.53 2.69 -3.10
H 6.34 1.44 -1.92
H 4.92 0.43 -2.20
H 5.73 1.85 0.37
H 5.77 0.12 0.09
H 2.83 -2.67 1.56
H 5.33 -2.35 1.04
H 4.88 -3.13 2.56
H 5.80 -0.24 2.26
H 6.70 -1.60 2.94
H 5.68 -0.21 4.74
H 4.98 -1.83 4.74
H 3.75 0.64 3.44
H 3.20 -0.13 4.92
H 1.82 -0.83 2.97
H 2.62 -2.17 3.79
```

For the maximum force, the calculation gives 2.6 eV/Å. Its multiplicity is 2. The value obtained for the molecular weight is 1199.8 g/mol. The HOMO energy (spin up / spin down) comes out at -10.46 / -10.65 eV. For the electronic energy, the calculation gives -138112.2129 eV. Its net charge is +1.



Computed, not measured: a structure of composition C47H56ClIN4O5PTa, with ωB97M-V with the def2-TZVPD basis set.

The geometry in XYZ format:
```
116
C47H56ClIN4O5PTa ωB97M-V with the def2-TZVPD basis set
Ta 0.49 1.04 1.21
C -3.69 2.36 2.33
C -2.46 2.94 2.92
N -1.22 2.55 2.68
C -0.42 3.39 3.40
C -1.17 4.28 4.12
N -2.47 3.97 3.80
C -0.92 5.40 5.06
O 0.34 5.67 5.35
O -1.86 5.99 5.53
C 1.03 3.32 3.23
O 1.81 3.99 3.88
O 1.41 2.50 2.29
H -3.47 2.08 1.30
H -4.50 3.09 2.32
H -4.03 1.48 2.88
H -3.26 4.47 4.17
H 0.96 5.07 4.85
Cl -0.22 0.02 3.79
C -0.93 -0.32 2.14
H -1.98 -0.02 2.18
H -0.80 -1.38 1.96
N 2.03 -0.46 -1.09
C 1.77 0.70 -0.62
H 2.69 -0.37 -1.87
I -0.66 3.00 -0.41
C 2.42 1.87 -1.17
C 2.98 2.85 -1.60
C 3.57 4.07 -2.08
C 4.94 4.30 -1.92
C 5.49 5.49 -2.37
C 4.69 6.44 -2.99
C 3.33 6.21 -3.16
C 2.77 5.03 -2.70
H 5.55 3.56 -1.43
H 6.55 5.67 -2.24
H 5.13 7.37 -3.35
H 2.71 6.95 -3.63
H 1.71 4.84 -2.81
O -0.89 -0.30 -0.51
P -1.61 -1.40 -1.25
C -0.84 -3.02 -0.84
C 0.47 -3.34 -1.59
C 0.27 -4.08 -2.92
C -0.60 -5.32 -2.75
C -1.94 -4.95 -2.13
C -1.72 -4.27 -0.77
C -1.66 -1.20 -3.06
C -0.29 -0.82 -3.69
C 0.05 0.66 -3.55
C -1.05 1.56 -4.09
C -2.37 1.23 -3.41
C -2.73 -0.24 -3.61
C -3.32 -1.51 -0.62
C -3.89 -0.12 -0.34
C -5.16 -0.23 0.51
C -6.14 -1.29 -0.05
C -5.73 -1.75 -1.45
C -4.34 -2.37 -1.43
H -0.57 -2.77 0.19
H 1.07 -3.98 -0.94
H 1.06 -2.43 -1.72
H 1.25 -4.35 -3.32
H -0.19 -3.42 -3.66
H -0.09 -6.03 -2.10
H -0.75 -5.81 -3.72
H -2.56 -5.84 -1.99
H -2.49 -4.28 -2.80
H -1.19 -4.99 -0.13
H -2.66 -4.07 -0.27
H -1.90 -2.21 -3.40
H -0.36 -1.08 -4.75
H 0.52 -1.42 -3.27
H 0.99 0.85 -4.08
H 0.22 0.89 -2.50
H -1.16 1.41 -5.17
H -0.79 2.60 -3.93
H -3.18 1.86 -3.79
H -2.27 1.44 -2.34
H -2.80 -0.43 -4.69
H -3.71 -0.47 -3.21
H -3.17 -1.98 0.36
H -4.12 0.39 -1.28
H -3.13 0.48 0.15
H -5.64 0.74 0.57
H -4.87 -0.50 1.53
H -7.15 -0.89 -0.07
H -6.16 -2.16 0.61
H -5.77 -0.90 -2.14
H -6.45 -2.48 -1.83
H -4.00 -2.55 -2.45
H -4.42 -3.36 -0.97
N 1.91 -0.12 1.73
C 2.81 -0.83 2.26
C 2.52 -2.26 2.57
C 2.90 -2.81 3.79
C 2.54 -4.11 4.11
C 1.82 -4.87 3.21
C 1.45 -4.34 1.99
C 1.79 -3.03 1.66
C 4.14 -0.28 2.62
C 5.26 -1.11 2.65
C 6.51 -0.59 2.93
C 6.65 0.76 3.20
C 5.54 1.59 3.18
C 4.29 1.08 2.88
H 3.47 -2.21 4.49
H 2.83 -4.52 5.07
H 1.55 -5.89 3.47
H 0.90 -4.95 1.28
H 1.53 -2.58 0.71
H 5.15 -2.17 2.43
H 7.38 -1.24 2.94
H 7.63 1.16 3.43
H 5.65 2.65 3.39
H 3.43 1.73 2.84
```

For the maximum force, the calculation gives 0.6 eV/Å. Its multiplicity is 1. The value obtained for the molecular weight is 1131.3 g/mol. The HOMO energy comes out at -8.20 eV. For the electronic energy, the calculation gives -97314.1996 eV.



Computed, not measured: a structure of composition C47H56IrN5O4SSe3, with ωB97M-V with the def2-TZVPD basis set.

The geometry in XYZ format:
```
117
C47H56IrN5O4SSe3 ωB97M-V with the def2-TZVPD basis set
Ir -1.06 0.41 -0.24
C 10.76 -6.58 -1.10
O 9.45 -7.09 -1.28
C 8.44 -6.20 -1.41
C 8.60 -4.82 -1.42
C 7.49 -4.00 -1.48
C 6.20 -4.53 -1.52
C 6.06 -5.92 -1.58
C 7.16 -6.74 -1.53
C 5.00 -3.69 -1.42
N 3.78 -4.14 -1.30
C 2.99 -3.04 -1.11
C 3.75 -1.89 -1.13
N 5.04 -2.32 -1.33
C 3.20 -0.59 -0.91
C 3.91 0.62 -0.96
C 3.25 1.79 -0.70
C 1.87 1.75 -0.44
N 1.19 0.62 -0.42
C 1.83 -0.54 -0.62
C 1.04 -1.74 -0.51
N -0.23 -1.62 -0.06
C -0.98 -2.71 0.04
C -0.53 -3.97 -0.34
C 0.77 -4.12 -0.75
C 1.59 -2.99 -0.81
H 11.40 -7.45 -0.97
H 10.82 -5.96 -0.20
H 11.09 -6.01 -1.97
H 9.59 -4.37 -1.37
H 7.64 -2.93 -1.47
H 5.06 -6.33 -1.65
H 7.05 -7.82 -1.56
H 5.86 -1.75 -1.40
H 4.96 0.62 -1.21
H 3.76 2.74 -0.70
H 1.32 2.65 -0.24
H -1.98 -2.58 0.44
H -1.20 -4.82 -0.27
H 1.19 -5.09 -1.01
O -2.29 5.46 2.35
C -2.46 6.18 1.13
C -2.50 5.19 -0.04
C -2.69 6.00 -1.32
O -4.04 6.44 -1.39
C -1.19 4.41 -0.08
Se -1.16 2.88 -1.31
C -3.66 4.22 0.18
Se -4.09 3.19 -1.43
H -2.29 6.08 3.08
H -1.64 6.89 0.98
H -3.40 6.75 1.13
H -2.43 5.38 -2.18
H -2.00 6.86 -1.31
H -4.19 6.90 -2.22
H -0.95 4.03 0.91
H -0.38 5.06 -0.43
H -4.56 4.76 0.47
H -3.38 3.53 0.97
C 0.04 -0.43 7.56
C -0.17 -0.01 6.13
C -0.66 -0.90 5.18
C -0.94 -0.51 3.87
C -1.41 -1.56 2.91
C -0.72 0.83 3.51
Se -1.34 1.64 1.87
C -0.14 1.72 4.42
C 0.24 3.13 4.03
C 0.11 1.28 5.71
H -0.26 -1.46 7.72
H -0.54 0.21 8.23
H 1.09 -0.33 7.84
H -0.85 -1.93 5.47
H -2.06 -2.28 3.41
H -0.55 -2.12 2.53
H -1.93 -1.14 2.06
H 1.02 3.11 3.27
H 0.61 3.68 4.90
H -0.60 3.69 3.61
H 0.54 1.98 6.43
C -6.44 0.76 0.27
N -5.18 1.05 0.99
C -5.44 1.80 2.24
C -4.36 -0.16 1.27
C -3.97 -0.92 0.02
C -4.80 -1.97 -0.36
C -4.56 -2.70 -1.51
C -3.46 -2.37 -2.29
C -2.60 -1.36 -1.88
C -2.82 -0.59 -0.73
H -6.97 1.70 0.10
H -7.06 0.09 0.86
H -6.22 0.31 -0.69
H -4.63 1.67 0.34
H -6.09 1.23 2.89
H -5.92 2.75 1.99
H -4.49 2.00 2.74
H -4.94 -0.80 1.94
H -3.47 0.19 1.78
H -5.65 -2.24 0.27
H -5.21 -3.52 -1.79
H -3.24 -2.93 -3.19
H -1.71 -1.20 -2.48
O 0.46 -0.64 -3.65
S -0.24 0.64 -3.29
C 0.54 1.97 -4.28
C -0.57 2.69 -5.02
C -1.49 1.58 -5.51
C -1.80 0.75 -4.26
H 1.21 1.44 -4.96
H 1.11 2.61 -3.61
H -0.19 3.31 -5.84
H -1.11 3.34 -4.33
H -0.97 0.95 -6.23
H -2.40 1.95 -5.98
H -2.15 -0.26 -4.47
H -2.52 1.26 -3.60
```

For the maximum force, the calculation gives 2.0 eV/Å. Its multiplicity is 2. The value obtained for the molecular weight is 1216.2 g/mol. The HOMO energy (spin up / spin down) comes out at -8.84 / -9.23 eV. For the electronic energy, the calculation gives -274996.8265 eV. Its net charge is +1.